# 1
Formula: C3H28N2O13
Source: the OMol25 dataset
Level of theory: ωB97M-V/def2-TZVPD

Summary:
SMILES string = NCC(=O)NC=O.O.O.O.O.O.O.O.O.O.O.O
energy relative to the best compared isomer or geometry (same formula, charge and spin) = 0.0 kcal per mole
M = 300.26 g/mol
total charge = 0
E_tot = -1218.82534 Eh

Last columns: bonded neighbours and bond lengths (Å).
Element x y z (Å)
1 N -0.30296 -0.08193 2.52950  C2 1.482, H8 1.013, H9 0.977
2 C 0.50693 -0.81619 1.52955  N1 1.482, C3 1.503, H10 1.091, H11 1.107
3 C -0.15133 -0.61320 0.19366  C2 1.503, O4 1.237, N5 1.381
4 O -0.47006 0.52121 -0.18309  C3 1.237
5 N -0.38055 -1.65884 -0.67940  C3 1.381, C6 1.422, H12 1.023
6 C -0.07629 -3.02186 -0.41280  N5 1.422, O7 1.207, H13 1.100
7 O -0.21549 -3.79745 -1.32769  C6 1.207
8 H -0.20820 0.92380 2.45289  N1 1.013
9 H -0.07011 -0.40230 3.42251  N1 0.977
10 H 0.57210 -1.86574 1.82061  C2 1.091
11 H 1.54464 -0.43107 1.50908  C2 1.107
12 H -0.91306 -1.45122 -1.52740  N5 1.023
13 H 0.27389 -3.28803 0.59539  C6 1.100
14 O -1.94221 -2.61532 1.34266  H15 0.972, H16 0.941
15 H -2.47048 -2.33828 0.57551  O14 0.972
16 H -1.97989 -1.86936 1.91468  O14 0.941
17 O -3.21929 -1.62694 -0.81931  H18 0.998, H19 0.959
18 H -3.27591 -0.64093 -0.67857  O17 0.998
19 H -4.06530 -1.90755 -1.17327  O17 0.959
20 O -1.44621 3.46471 2.46966  H21 0.991, H22 0.955
21 H -1.85986 4.21022 1.96494  O20 0.991
22 H -0.61528 3.31997 2.02269  O20 0.955
23 O 2.85356 -1.81524 -0.40324  H24 0.970, H25 0.963
24 H 3.55395 -2.45002 -0.62121  O23 0.970
25 H 3.27150 -0.95080 -0.33374  O23 0.963
26 O 2.45020 2.83979 -0.96915  H27 1.011, H28 0.940
27 H 1.82451 2.36861 -1.60862  O26 1.011
28 H 2.68706 3.65950 -1.36309  O26 0.940
29 O -3.04930 1.32310 2.15455  H30 0.984, H31 0.966
30 H -2.51911 2.13466 2.32247  O29 0.984
31 H -2.42117 0.59834 2.26733  O29 0.966
32 O 3.91142 0.64690 -0.40980  H33 0.982, H34 0.960
33 H 3.33918 1.42879 -0.57155  O32 0.982
34 H 4.84035 0.86778 -0.31520  O32 0.960
35 O 0.80852 1.60096 -2.58908  H36 0.967, H37 0.986
36 H 0.14800 1.20422 -2.00468  O35 0.967
37 H 1.40836 0.87184 -2.87180  O35 0.986
38 O 2.44194 -0.49339 -2.92846  H39 1.002, H40 0.946
39 H 2.04685 -1.18268 -2.31855  O38 1.002
40 H 3.18850 -0.16800 -2.44780  O38 0.946
41 O -3.19191 1.00111 -0.50291  H42 0.993, H43 0.947
42 H -3.31973 1.19392 0.46284  O41 0.993
43 H -2.25608 0.95783 -0.64203  O41 0.947
44 O 0.71632 2.53401 1.12542  H45 0.971, H46 0.994
45 H 0.22231 1.87131 0.61658  O44 0.971
46 H 1.43864 2.87058 0.53115  O44 0.994

=====

# 2
Formula: C3H8BrISi
Source: the OMol25 dataset
Level of theory: ωB97M-V/def2-TZVPD

Summary:
energy relative to the best compared isomer or geometry (same formula, charge and spin) = 0.0 kcal per mole
M = 278.99 g/mol
total charge = 0
E_tot = -3280.20032 Eh
2S+1 = 3

Last columns: bonded neighbours and bond lengths (Å).
Element x y z (Å)
1 C -0.93898 -1.09340 1.78864  Si4 1.937, H7 1.157, H8 1.141, H9 1.132
2 C -0.55059 -1.13354 -1.48853  Si4 1.904, H10 1.018, H11 1.035, H12 1.003
3 C 2.82344 2.78457 -0.37143  Br5 1.819, H13 1.085, H14 1.027
4 Si -1.43972 -0.42649 0.04008  C1 1.937, C2 1.904, I6 2.508
5 Br 1.47044 1.72553 0.22660  C3 1.819
6 I -3.91717 -0.47959 -0.34392  Si4 2.508
7 H -1.62068 -1.99370 2.03853  C1 1.157
8 H 0.19424 -1.20181 1.71395  C1 1.141
9 H -1.22649 -0.34541 2.58836  C1 1.132
10 H -0.08651 -0.38217 -1.99391  C2 1.018
11 H 0.17720 -1.77712 -1.13185  C2 1.035
12 H -1.18056 -1.64828 -2.07483  C2 1.003
13 H 3.78275 2.33236 -0.14196  C3 1.085
14 H 2.51265 3.63904 -0.84975  C3 1.027

=====

# 3
Formula: C3H4NS
Source: the OMol25 dataset
Level of theory: ωB97M-V/def2-TZVPD

Summary:
energy relative to the best compared isomer or geometry (same formula, charge and spin) = 34.1 kcal per mole
M = 86.14 g/mol
total charge = +1
E_tot = -569.29319 Eh

Last columns: bonded neighbours and bond lengths (Å).
Element x y z (Å)
1 C -0.66255 -0.94175 0.16255  C3 1.786, N4 1.314, H6 1.100
2 C -0.41073 0.99247 -1.08398  N4 1.343, S5 1.674, H7 1.060
3 C 0.79595 -0.17075 0.84806  C1 1.786, S5 1.845, H8 1.181, H9 1.105
4 N -1.03214 -0.17187 -0.83552  C1 1.314, C2 1.343
5 S 0.78151 1.46319 -0.00795  C2 1.674, C3 1.845
6 H -1.13081 -1.92667 0.30995  C1 1.100
7 H -0.87321 1.59151 -1.82571  C2 1.060
8 H 0.81057 -0.25436 2.02577  C3 1.181
9 H 1.72141 -0.58177 0.40681  C3 1.105